*P*
15
Properties=species:S:1:pos:R:3 method="wB97M-V/def2-TZVPD" gap_ev=9.751 smiles="C=CO.C=NC"
C 2.146 0.475 -0.894
H -0.971 -1.109 0.909
C 1.543 -0.924 0.872
H 2.284 -0.382 -1.574
H 1.029 -1.014 1.833
H -3.864 1.253 0.698
N 2.050 0.178 0.517
H 1.292 1.029 -1.258
H -2.246 1.242 -0.623
H 1.470 -1.733 0.143
C -1.400 -0.579 0.075
H 3.009 1.162 -0.936
C -2.263 0.434 0.098
O -3.330 0.511 0.944
H -0.749 -0.547 -0.802

=====

*Q*
15
Properties=species:S:1:pos:R:3 method="wB97M-V/def2-TZVPD" gap_ev=10.822 smiles="CC/N=C/OC"
C 1.455 -0.168 -0.363
H 3.092 0.481 0.926
C -0.648 -1.048 0.002
C 2.127 0.850 0.564
H 2.296 1.804 0.055
O -1.984 -1.094 0.086
H 1.767 -1.191 -0.092
H -0.221 -2.025 0.257
H 1.490 1.045 1.432
C -2.661 0.118 -0.228
N 0.010 -0.023 -0.330
H -2.481 0.870 0.548
H 1.789 -0.001 -1.395
H -3.721 -0.135 -0.275
H -2.311 0.515 -1.185

=====

Most stable to least stable: *Q*, *P*

=====

*P*
15
Properties=species:S:1:pos:R:3 method="wB97M-V/def2-TZVPD" gap_ev=10.138 smiles="CC(C)C(N)=O"
H -1.144 1.627 1.467
C 0.895 0.523 -0.054
H -0.855 -0.166 -1.094
C -0.456 -1.665 0.399
C -1.303 1.418 0.404
H 0.025 -2.353 -0.342
O 0.949 1.740 -0.102
H 2.231 -1.090 -0.154
H -2.324 1.213 0.143
H 0.087 -1.862 1.333
H -1.069 2.409 -0.081
H -1.460 -2.089 0.514
H 2.840 0.485 0.210
C -0.458 -0.122 -0.081
N 2.058 -0.156 0.173

=====

*Q*
15
Properties=species:S:1:pos:R:3 method="wB97M-V/def2-TZVPD" gap_ev=10.639 smiles="CC(C)NC=O"
H 2.499 0.950 0.584
H -1.826 1.134 0.887
C -0.881 -1.333 -0.291
H -2.772 0.701 -0.523
H -0.141 -1.939 -0.804
N 0.598 0.796 -0.145
H 0.373 1.661 0.341
C -0.640 0.111 -0.646
H -1.884 -1.574 -0.667
H -0.893 -1.488 0.781
H -1.616 2.011 -0.689
H -0.549 0.266 -1.724
C -1.790 1.052 -0.199
C 1.678 0.226 0.481
O 1.778 -0.919 0.869

=====

Most stable to least stable: *Q*, *P*

=====

*P*
55
Properties=species:S:1:pos:R:3 method="wB97M-V/def2-TZVPD" gap_ev=10.146
O 0.870 -2.414 2.700
H -1.021 -1.510 0.102
H 1.050 -1.976 3.521
H 1.154 -3.316 2.574
H -2.575 0.172 -3.290
H 3.441 -1.470 1.979
O 3.150 -1.423 -3.639
C -2.824 1.920 -0.712
H -0.408 -1.512 -1.441
H -1.029 -3.812 -1.420
H -1.604 0.850 3.380
C -0.333 -0.879 -0.497
H -1.267 -3.907 0.175
H -2.369 2.609 0.018
O -0.242 1.520 -0.779
O -0.433 3.581 -2.238
N -2.274 0.555 -0.689
O -3.874 -1.615 -1.478
H -2.901 -0.255 -0.735
H -3.407 -1.268 -2.244
H -1.841 -2.506 1.603
O -2.364 -0.761 -3.494
O -2.285 -1.655 1.451
H 2.216 2.998 1.930
O -1.573 -4.202 -0.690
O 1.624 -2.172 -0.023
H 1.197 -0.188 0.808
H 1.257 1.659 -2.022
H -2.809 2.374 -1.692
H 0.520 3.530 -2.212
H -0.462 0.051 4.014
H -0.658 2.731 -1.735
H 1.782 -0.410 3.749
H 1.280 3.153 3.255
H -2.055 -0.521 -4.375
O -1.440 0.097 3.961
O 3.680 -0.565 2.191
H 4.001 -0.374 1.273
O 1.209 0.243 3.365
H 3.641 -0.929 -2.969
H 1.812 -0.321 -0.871
H 1.292 3.661 -0.534
C 1.140 -0.784 -0.120
H -3.666 -2.523 -1.243
H 1.783 0.964 2.982
C -0.924 0.488 -0.592
H 2.270 -1.002 -3.499
H -3.875 1.947 -0.362
O 2.087 3.212 -0.244
O 2.183 1.776 -2.283
H 2.247 2.704 -2.558
O 1.998 2.728 2.806
H 1.815 2.288 -0.229
H 1.670 -2.411 0.914
H -1.859 -1.132 2.155

=====

*Q*
55
Properties=species:S:1:pos:R:3 method="wB97M-V/def2-TZVPD" gap_ev=10.042
N 1.097 3.005 -1.342
C -1.421 3.065 0.955
H 1.534 -3.053 -2.208
H 0.422 -3.595 1.448
O 1.678 1.403 0.950
H -1.581 2.197 0.376
O -1.023 3.539 -2.066
H 2.173 -1.316 -0.108
H 1.179 2.571 -2.290
H -0.392 -1.620 2.485
O -3.983 2.285 -0.698
H -0.927 -2.720 -0.478
O 1.734 -1.168 0.803
O -1.809 -1.909 -3.773
C -0.227 3.833 0.313
H 3.232 -2.308 1.689
H 2.739 -3.793 -2.839
H -1.515 -0.934 1.827
H 1.217 -2.562 3.551
H -3.833 1.923 -1.558
H 3.523 -0.319 -1.577
H -2.079 1.965 -2.217
C -1.185 2.626 2.490
H 2.863 -3.734 2.249
H -0.747 3.468 2.889
H 1.723 0.511 0.934
H -2.634 1.485 -3.378
H 0.242 -4.800 2.288
H -0.318 -0.019 -2.434
H -0.914 -2.483 -1.877
O -0.637 -3.234 -1.338
O -0.795 -1.383 1.625
H -4.482 1.630 -0.202
O -0.474 -0.262 -1.619
O 0.400 -2.343 4.085
H -0.642 4.952 0.407
O -0.180 1.584 2.534
H 0.364 -0.354 -1.120
H -2.132 -1.137 -3.501
H -2.645 -2.457 -3.672
H 0.773 3.660 0.884
H -0.649 0.958 1.918
H -2.152 2.203 2.716
O -2.694 1.215 -2.482
O 2.437 -3.297 -1.957
O 2.805 -0.891 -1.589
H 3.136 -1.788 -1.666
H 1.646 2.600 -0.718
O 0.864 -4.214 1.918
H 0.798 -1.444 0.479
H 0.651 -1.764 4.759
H -2.392 3.585 0.952
O 3.062 -2.858 2.603
C -0.184 3.475 -1.128
H 1.183 1.722 1.648

=====

Most stable to least stable: *P*, *Q*